# 1
C18H29Br3Cl3N3O6P3S | wB97M-V/def2-TZVPD

As for the calculated total energy: -11843.07044 hartree. The multiplicity is 1. Its LUMO energy is -5.56 eV. As for the orbital gap: 4.70 eV. The net charge is +1. The HOMO energy comes out at -10.252 eV.

Cartesian coordinates (Å):
C 1.74847 -1.26517 3.35525
C 2.16707 -1.26367 1.72379
Br 4.11828 -0.89683 1.68929
C 1.14382 -0.54692 0.74817
C 1.23371 0.92749 0.12566
P 2.83000 0.95984 -0.99934
O 3.07216 -0.57057 -1.78822
O 2.82341 2.30697 -2.09550
C -0.19289 1.10801 -0.73300
C -0.11449 1.09413 -2.34351
C -1.17575 0.05863 -3.12786
C -1.00184 -1.51380 -2.70017
O 0.14350 -2.16707 -2.49113
N -2.28691 -2.33653 -2.59037
C -2.46932 -2.92973 -1.21234
C -3.33114 -2.10640 -0.05927
C -3.56508 -2.80619 1.43429
C -2.93257 -4.30545 1.67542
C -2.05192 -5.11156 0.51857
C -1.80199 -4.43694 -0.96808
N -1.12399 2.19000 -0.12619
Br -1.82341 1.59702 1.56806
P -2.73532 2.24598 -0.97710
S -2.85572 3.37071 -2.51892
C -0.50808 3.55727 -0.06005
P -1.44853 4.86023 0.99039
O -0.70516 6.25580 0.65542
O -1.17735 4.66917 2.73753
O -3.10815 5.12233 0.56710
C 1.01617 3.60875 0.52877
C 1.60169 2.17940 1.11165
N 1.34630 2.02087 2.57509
Br 3.61210 2.62639 1.10977
H 2.01426 -2.30193 3.85867
H 0.56590 -1.12488 3.40296
H 2.21720 -0.36430 3.93535
H 2.10301 -2.44037 1.47577
H 0.97773 -1.27444 -0.18994
H 0.08492 -0.60635 1.30789
H 2.37641 -0.76844 -2.48078
H 3.63995 2.17802 -2.68963
H -0.86288 0.14102 -0.49278
H 0.87897 0.76593 -2.86267
H -0.25860 2.22333 -2.70846
H -0.82747 0.09660 -4.27242
H -2.27394 0.45437 -3.15917
H -2.33023 -3.06359 -3.34397
H -3.81621 -1.04637 -0.21077
H -4.17551 -2.20256 2.23344
H -3.10077 -4.82589 2.71531
H -1.61960 -6.19824 0.69935
H -1.20191 -4.95824 -1.84165
H -3.79643 2.69567 -0.06004
H -3.06843 0.82923 -1.18441
H -0.42947 4.03531 -1.15251
H -2.02114 4.86633 3.24032
H -3.25748 5.96771 0.05037
H 1.75405 3.97009 -0.33098
H 1.14316 4.40637 1.40114
H 0.73685 1.23314 2.84639
H 2.21569 2.01750 3.15428
C 4.46102 -4.56403 -0.35497
Cl 4.83402 -6.05867 -1.23057
Cl 2.91949 -3.88744 -0.90764
Cl 4.42003 -4.85999 1.39160
H 5.25038 -3.83710 -0.56264

Atoms 1-3, force components in eV/Å:
C -0.926 0.443 -0.574
C -0.735 -2.672 1.984
Br -0.977 -0.103 -0.271


# 2
C18H29ClI2NP2SV | wB97M-V/def2-TZVPD

As for the calculated total energy: -3837.99292 hartree. The relative energy (zero: lowest compared OMol25 entry of this formula, charge and spin) is 0.0000 eV. The multiplicity is 3. Its LUMO energy (spin up / spin down) is -6.57 / -9.01 eV. The expectation value of S² is 2.11. As for the orbital gap (spin up / spin down): 7.22 / 4.78 eV. The net charge is +2. The HOMO energy (spin up / spin down) comes out at -13.786 / -13.786 eV.

Cartesian coordinates (Å):
I -0.10072 -0.64164 -6.51161
I -0.10103 2.09043 -6.95553
V -0.01172 0.75478 -1.72539
P -2.63176 0.98313 -1.96037
C -3.05134 1.07367 -3.76391
C -3.92250 -0.16756 -1.30233
H -4.96538 0.12014 -1.57146
H -4.28712 2.68779 -1.23580
H -3.83812 -0.19230 -0.19574
H -2.70039 2.84032 -0.42459
H -2.64162 0.18452 -4.27568
H -3.73844 -1.18515 -1.68424
C -3.19667 2.62126 -1.37671
H -4.15052 1.12604 -3.95151
H -2.88159 3.38531 -2.09999
H -2.54298 1.95704 -4.20692
P 2.46025 1.17083 -1.90503
C 2.98965 1.00265 -3.63991
C 3.13385 2.76449 -1.39711
H 3.20012 0.05424 0.08601
H 4.52443 0.19112 -1.10351
H 3.24238 -1.03234 -1.31226
C 3.45398 -0.01587 -0.97688
H 2.76087 3.01727 -0.40208
H 4.22914 2.71881 -1.37385
H 4.09536 0.99715 -3.68578
H 2.58550 1.83176 -4.24484
H 2.82537 3.55162 -2.08860
H 2.58969 0.06742 -4.06044
Cl 0.09664 1.73262 0.32007
N 0.10573 -0.89554 -1.67254
S -1.04035 -1.63443 1.71552
C 0.39929 -2.55501 1.91243
C 0.28775 -3.96169 1.77182
C 1.37640 -4.76924 2.13240
C 2.58987 -4.19179 2.53491
C 2.74561 -2.79624 2.46801
C 1.65257 -1.96695 2.18629
C -1.16793 -0.45008 3.01395
C -1.92690 0.71567 2.75294
C -2.05518 1.67684 3.74286
C -1.46145 1.49766 4.99415
C -0.69591 0.35163 5.25503
C -0.57631 -0.63764 4.27017
H 0.00958 -1.92391 -1.52864
H -0.65919 -4.42544 1.50383
H 1.25970 -5.85564 2.19994
H 3.39469 -4.79346 2.98120
H 3.67742 -2.30670 2.76757
H 1.70429 -0.89206 2.25155
H -2.42518 0.78332 1.77907
H -2.67597 2.54359 3.51850
H -1.61378 2.23161 5.77544
H -0.26430 0.15283 6.24681
H -0.06579 -1.58689 4.45277

Atoms 1-3, force components in eV/Å:
I 0.007 1.154 -0.098
I 0.002 -1.132 0.258
V 0.140 -2.200 0.931


> net charge of number 2 (C18H29ClI2NP2SV)?

+2